Computed, not measured: a cluster of 2 separate species, C3H10NOS in total at a distorted geometry, with ωB97M-V/def2-TZVPD.

Values from the calculation:
Largest force on an atom (eV Å⁻¹): 2.2
Gap between HOMO and LUMO (eV): 6.476
Energy above the lowest of the compared OMol25 structures with the same formula, charge and spin (kcal/mol): 28.6

The geometry in ORCA input format:
```
! RIJCOSX wB97M-V def2-TZVPD def2/J DEFGRID3
* xyz -1 1
S 0.3996 -1.6923 -1.2790
H -1.6537 1.9300 -0.4156
H -1.4918 0.2381 -0.2920
H 0.4239 2.1800 0.6334
H 0.9321 -0.5137 1.2688
N 0.0562 1.2305 0.6752
H -1.7790 -1.1256 1.0524
H 2.0665 0.8217 1.0168
C 1.6317 -0.4615 -0.7865
H -2.3336 -2.3758 0.4302
C -0.8959 1.1103 -0.4321
H -0.4750 1.0798 -1.4438
H 2.4825 -1.1284 -0.5285
H 1.9296 0.2003 -1.5693
O -2.5174 -1.7394 1.1279
C 1.2243 0.2458 0.5420
*
```